The following is a DFT calculation (ωB97M-V with the def2-TZVPD basis set) of C52H57N3O9SSeSiV as an isolated structure in a non-equilibrium geometry.

Summary:
F_max = 3.86 eV Å⁻¹
E_HOMO (alpha / beta) = -0.90 / -1.14 eV
calculated total energy = -6890.3245 hartree
net charge = -2
spin multiplicity = 4

Geometry as XYZ:
```
125
C52H57N3O9SSeSiV | the OMol25 dataset | ωB97M-V with the def2-TZVPD basis set
V -2.247 -0.214 -0.505
C 0.841 -4.241 4.927
C 0.402 -2.778 4.860
C 0.159 -2.244 6.273
O -0.778 -2.661 4.108
C -0.478 -2.150 2.806
C 0.847 -1.373 3.051
O 1.389 -2.002 4.214
C 1.967 -1.335 1.955
O 1.574 -0.405 0.977
C 3.220 -0.699 2.583
C 4.489 -1.262 2.497
C 5.593 -0.623 3.044
C 5.451 0.604 3.673
C 4.198 1.198 3.718
C 3.098 0.559 3.171
C 2.262 -2.717 1.394
C 2.608 -3.755 2.211
C 2.888 -5.043 1.723
C 2.827 -5.285 0.333
C 2.580 -4.280 -0.540
C 2.303 -2.883 -0.098
C -1.772 -1.430 2.246
O -1.622 -1.139 0.899
C -2.895 -2.486 2.369
C -2.785 -3.662 1.632
C -3.764 -4.639 1.690
C -4.897 -4.446 2.468
C -5.036 -3.264 3.177
C -4.043 -2.296 3.130
C -2.162 -0.174 3.051
C -1.753 0.075 4.358
C -2.110 1.248 5.010
C -2.924 2.177 4.382
C -3.407 1.899 3.112
C -3.024 0.744 2.452
H 0.143 -4.801 5.550
H 1.843 -4.306 5.353
H 0.845 -4.669 3.926
H -0.804 -2.609 6.630
H 0.151 -1.156 6.265
H 0.951 -2.582 6.942
H -0.265 -2.992 2.136
H 0.592 -0.335 3.283
H 4.628 -2.211 2.000
H 6.572 -1.083 2.973
H 6.309 1.100 4.111
H 4.075 2.171 4.179
H 2.133 1.051 3.190
H 2.674 -3.570 3.274
H 3.141 -5.838 2.412
H 2.996 -6.290 -0.039
H 2.501 -4.453 -1.608
H 3.065 -2.198 -0.506
H -1.921 -3.816 0.996
H -3.655 -5.551 1.114
H -5.667 -5.207 2.516
H -5.933 -3.083 3.758
H -4.171 -1.382 3.692
H -1.171 -0.654 4.891
H -1.748 1.432 6.017
H -3.185 3.105 4.879
H -4.081 2.585 2.614
H -3.451 0.553 1.466
O -0.643 1.951 1.036
H 0.039 1.268 1.008
H -0.986 1.959 0.118
O 1.122 -2.389 -0.723
H 0.405 -3.030 -0.637
H 1.116 -0.887 0.264
O -3.949 -0.147 -0.607
O -4.673 0.815 0.105
C 2.529 -1.416 -5.376
N 3.074 -0.157 -4.926
C 4.130 0.560 -5.457
C 4.246 1.703 -4.755
N 3.263 1.683 -3.785
C 2.529 0.534 -3.870
S 1.278 0.049 -2.915
H 2.743 -1.553 -6.435
H 1.453 -1.396 -5.203
H 2.941 -2.251 -4.803
H 4.711 0.190 -6.284
H 4.936 2.520 -4.861
H 3.051 2.395 -3.102
Se -2.042 -3.223 -4.204
C -2.179 -2.071 -2.876
N -2.276 -1.329 -1.982
C -4.020 2.729 -2.987
C -2.890 3.622 -2.457
C -3.177 3.938 -0.983
C -2.882 4.924 -3.265
Si -1.273 2.578 -2.524
O -1.442 1.352 -1.546
C -0.956 2.130 -4.352
C -0.404 3.033 -5.260
C -0.184 2.687 -6.588
C -0.505 1.412 -7.035
C -1.037 0.490 -6.142
C -1.262 0.851 -4.823
C 0.279 3.609 -2.026
C 0.480 4.942 -2.393
C 1.625 5.643 -2.031
C 2.628 5.013 -1.310
C 2.463 3.681 -0.949
C 1.300 3.001 -1.288
H -4.985 3.240 -2.894
H -4.072 1.798 -2.415
H -3.863 2.475 -4.041
H -4.081 4.552 -0.885
H -2.341 4.475 -0.520
H -3.338 3.010 -0.426
H -3.891 5.351 -3.311
H -2.543 4.754 -4.292
H -2.236 5.674 -2.803
H -0.127 4.028 -4.923
H 0.237 3.413 -7.276
H -0.342 1.140 -8.072
H -1.277 -0.515 -6.472
H -1.668 0.124 -4.128
H -0.274 5.456 -2.975
H 1.731 6.686 -2.310
H 3.523 5.555 -1.028
H 3.237 3.168 -0.386
H 1.184 1.973 -0.978
```


The following is a DFT calculation (ωB97M-V with the def2-TZVPD basis set) of one molecule with the formula C5H10N2O3S in a non-equilibrium geometry.

Summary:
F_max = 4.83 eV Å⁻¹
E_HOMO = -9.31 eV
calculated total energy = -929.8709 hartree

Geometry as XYZ:
```
21
C5H10N2O3S | the OMol25 dataset | ωB97M-V with the def2-TZVPD basis set
C -1.367 -1.966 0.148
C 0.317 0.081 0.436
C 1.164 1.112 -0.138
C 0.141 -0.039 1.945
C 0.153 -0.819 -1.684
N -2.443 -1.303 0.027
N -0.068 -0.892 -0.317
O -0.934 -3.095 0.353
O -2.185 0.851 -1.492
O -3.684 0.831 0.499
S -2.383 0.694 -0.006
H 0.883 1.637 -1.052
H 2.150 0.748 -0.428
H 1.246 1.902 0.513
H -0.581 -0.859 2.022
H -0.235 0.868 2.414
H 1.117 -0.307 2.511
H 1.178 -0.606 -2.058
H -0.186 -1.752 -2.146
H -0.389 -0.008 -2.111
H -3.225 -1.764 0.433
```


The following is a DFT calculation (ωB97M-V with the def2-TZVPD basis set) of a 2-piece molecular cluster, C5H8N2 overall in a non-equilibrium geometry.

Summary:
F_max = 1.18 eV Å⁻¹
E_HOMO = -9.83 eV
calculated total energy = -304.7608 hartree
SMILES = [H]/N=C\C#N.C=CC

Geometry as XYZ:
```
15
C5H8N2 | the OMol25 dataset | ωB97M-V with the def2-TZVPD basis set
C -0.920 -0.438 -1.468
C 0.167 -0.983 -0.933
C 1.549 -0.413 -1.069
N 0.579 1.471 1.718
C -0.221 0.509 1.933
C -1.662 0.547 1.704
N -2.808 0.571 1.547
H 0.071 -1.908 -0.361
H -0.852 0.476 -2.059
H -1.903 -0.890 -1.363
H 1.525 0.583 -1.520
H 2.052 -0.335 -0.099
H 2.175 -1.044 -1.707
H 0.084 2.290 1.355
H 0.164 -0.437 2.322
```


The following is a DFT calculation (ωB97M-V with the def2-TZVPD basis set) of a 2-piece molecular cluster, C3H8NO overall in a non-equilibrium geometry.

Summary:
F_max = 3.11 eV Å⁻¹
E_HOMO = -15.56 eV
calculated total energy = -248.7270 hartree
net charge = +1

Geometry as XYZ:
```
13
C3H8NO | the OMol25 dataset | ωB97M-V with the def2-TZVPD basis set
C -2.111 -0.872 0.219
C 1.172 0.776 -0.226
C 1.541 -0.285 0.407
N 0.733 1.876 -0.676
O 2.441 -1.229 0.342
H -1.191 -1.127 -0.415
H -2.965 -1.638 0.307
H -2.652 0.010 -0.146
H 0.806 -0.331 1.246
H -1.621 -0.536 1.173
H -0.134 1.928 -1.188
H 1.151 2.889 -0.453
H 2.830 -1.461 -0.591
```